# 1
This record from the Open Molecules 2025 dataset describes the molecule C7H7Br at a distorted geometry. The level of theory is ωB97M-V with the def2-TZVPD basis set.

As for the total charge: 0. The orbital gap is 7.769 eV. The electronic energy is -2844.7651 hartree. As for the lowest unoccupied orbital energy: -0.26 eV. The largest force on an atom is 6.07 eV Å⁻¹. Its energy above the lowest of the compared OMol25 structures with the same formula, charge and spin is 65.8 kcal per mole.

XYZ file:
```
15
Properties=species:S:1:pos:R:3:lowdin_charge:R:1
C 0.8803 -1.1436 0.1912 -0.083
C 1.3222 -0.3500 -0.7617 -0.103
C -0.1286 0.8733 1.2024 -0.062
C 0.1519 1.5857 0.1034 -0.139
C -0.4000 -0.5906 0.8013 -0.397
C 0.4159 0.7760 -1.0248 -0.069
C -1.2901 -0.7044 -0.4474 -0.520
Br -3.0358 -0.1105 -0.1565 0.721
H 1.4063 -2.0286 0.3936 0.094
H 2.0954 -0.4706 -1.3717 0.063
H -0.1623 0.9623 2.3021 0.116
H 0.3183 2.5870 0.2205 0.080
H -0.6013 -1.2443 1.7286 0.152
H 0.3046 1.2982 -2.0584 0.146
H -1.2767 -1.4398 -1.1225 0.003
```

***

# 2
This record from the Open Molecules 2025 dataset describes a 2-piece molecular cluster, C9H14 overall at a distorted geometry. The level of theory is ωB97M-V with the def2-TZVPD basis set.

As for the total charge: +1. The orbital gap (spin up / spin down) is 9.817 / 6.040 eV. The electronic energy is -350.9919 hartree. As for the lowest unoccupied orbital energy (spin up / spin down): -4.40 / -8.18 eV. Its multiplicity is 2. The largest force on an atom is 1.51 eV Å⁻¹. Its energy above the lowest of the compared OMol25 structures with the same formula, charge and spin is 10.7 kcal per mole.

XYZ file:
```
23
Properties=species:S:1:pos:R:3:lowdin_charge:R:1
C -2.8585 0.4750 0.6454 -0.001
C -1.5540 -1.1665 -2.4866 0.012
C -2.3701 -0.8801 -1.4239 0.024
C -0.2121 -0.7129 -2.4023 0.065
C -1.9522 0.0086 -0.4004 -0.157
C 0.2647 0.1230 -1.3586 0.004
C -0.5723 0.4330 -0.3383 0.025
H -1.9794 -1.7360 -3.2979 0.132
H -3.3791 -1.2694 -1.4754 0.136
H 0.3787 -0.8032 -3.2993 0.132
H 1.2900 0.4560 -1.3774 0.129
H -3.0927 1.5167 0.3579 0.138
H -2.4503 0.4612 1.6557 0.114
H -0.3766 1.1374 0.4481 0.121
H -3.8391 -0.0033 0.6716 0.104
C 3.3321 -0.2699 1.5250 -0.161
C 2.2454 0.7427 1.9482 -0.164
H 3.7767 -0.0796 0.5483 0.057
H 4.2098 -0.1036 2.1331 0.058
H 3.0495 -1.3110 1.6619 0.063
H 1.2652 0.2796 1.9532 0.039
H 2.4155 1.0796 2.9723 0.067
H 2.4089 1.6228 1.3394 0.061
```